1.
Density functional theory data (ωB97M-V with the def2-TZVPD basis set) for the molecule C13H19N3O2.

Geometry as XYZ:
```
37
Properties=species:S:1:pos:R:3:forces:R:3:lowdin_charge:R:1
O 3.3174 -3.9109 -2.3387 0.6785 -0.3586 0.8438 -0.211
O 3.4173 -2.4452 0.9169 -1.5554 -0.7329 -1.8375 0.031
N 1.8334 -2.2345 -0.8159 1.5722 -1.2515 0.7078 0.131
N -3.0820 3.3977 1.3143 -0.0148 0.4154 0.5330 -0.166
N -2.1566 1.2997 0.8957 -1.0161 1.8363 0.3917 0.115
C -0.5971 3.2218 1.1046 -0.1490 -0.2238 -0.1962 -0.004
C -0.1045 0.1096 1.3958 0.7790 0.2120 0.7654 -0.049
C -0.1701 -1.0192 -1.1679 -0.9186 0.7938 0.0360 -0.033
C 0.9072 -0.7307 0.9703 -0.3968 -0.7067 -1.0883 0.000
C -1.9709 2.5760 1.1191 -0.2350 -1.2480 -0.6980 -0.327
C -1.1517 0.3924 0.5593 -0.7130 0.8805 -0.9099 -0.328
C -1.2125 -0.1896 -0.7220 0.6641 -0.3109 0.0817 -0.011
C 0.8874 -1.3157 -0.3255 -0.0772 0.3998 1.2022 -0.222
C 3.8646 -5.0631 -2.9973 -0.4809 0.2550 0.3062 -0.098
C 3.7095 -3.8806 -0.9326 -1.2748 0.1613 -1.3926 -0.106
C -4.4070 2.7764 1.4358 -0.2560 0.1465 0.1115 -0.081
C 2.9255 -2.8118 -0.1713 0.7983 1.8007 1.1052 -0.383
C -3.0643 4.8845 1.0857 0.0944 -1.1756 0.3068 -0.048
H -5.1619 3.5816 1.5777 0.5809 -0.5540 -0.0622 0.077
H -2.0611 0.0432 -1.3655 0.2715 -0.0251 0.1690 0.108
H -4.0786 5.3040 1.1485 0.3461 -0.4674 0.0364 0.079
H 4.9535 -5.0919 -2.8977 -0.0294 0.0192 -0.0611 0.087
H -2.6963 5.0563 0.0899 0.1690 0.3747 -0.5013 0.073
H 0.1108 2.6670 0.4871 -0.2105 -0.2273 0.1564 0.085
H -0.1667 3.3277 2.0959 -0.0981 -0.1375 0.2339 0.088
H -0.6328 4.2033 0.6890 -0.1436 0.8171 -0.2725 0.050
H -0.0389 0.6153 2.3901 -0.1062 -0.6682 -0.9219 0.133
H -2.4425 5.4377 1.7938 0.0298 -0.2527 0.0489 0.081
H -4.6737 2.2200 0.5209 0.1299 0.0353 0.3866 0.080
H 3.4355 -5.9783 -2.5641 0.1429 0.0958 -0.0423 0.088
H 3.5820 -5.0213 -4.0533 0.0935 0.1440 0.2281 0.089
H -4.4735 2.0955 2.3148 0.2118 0.3529 -0.6979 0.090
H 4.7643 -3.6668 -0.7978 0.1847 0.1115 -0.1266 0.129
H 1.6559 -2.6281 -1.7328 0.0158 0.0669 0.1731 0.130
H -0.1636 -1.3891 -2.1946 -0.1523 -0.0566 0.2759 0.111
H 1.6499 -0.9802 1.6695 1.1106 -0.3234 0.4598 0.083
H 3.4920 -4.8524 -0.4974 -0.0452 -0.1985 0.2491 0.127
```
Forces are in eV/Å.

Output
- E (eV) = -22353.7884
- LUMO (eV) = 0.820
- SMILES = COCC(=O)Nc1ccc(/N=C(\C)N(C)C)cc1
- energy relative to the best compared isomer or geometry (same formula, charge and spin) (eV) = 1.901
- HOMO-LUMO gap (eV) = 8.3
- 2S+1 = 1

2.
Density functional theory data (ωB97M-V with the def2-TZVPD basis set) for a cluster of 7 separate species, C7H14Cl14 in total.

Geometry as XYZ:
```
35
Properties=species:S:1:pos:R:3:forces:R:3:lowdin_charge:R:1
Cl 2.6218 -4.2276 3.9503 0.0382 0.1858 -0.1396 0.513
Cl 1.7541 -1.4341 -4.5119 -0.2475 0.2009 0.1103 0.479
Cl -2.3212 -3.9763 4.2723 -0.1157 0.1566 -0.2953 0.524
Cl -3.4891 1.4520 -2.8696 -0.2087 0.1564 0.0755 0.527
Cl 0.4709 1.7427 -0.6553 0.1492 0.1421 0.0625 0.563
Cl 1.5648 -1.5351 3.2531 0.1134 -0.1642 -0.0350 0.522
Cl -0.0988 5.5384 -2.2359 -0.3793 -0.2351 0.1158 0.500
Cl -1.1336 -0.9545 -4.3705 -0.2538 -0.0421 0.0384 0.519
Cl 1.2158 -1.0892 -0.7302 -0.0188 0.2067 0.1173 0.510
Cl -0.6096 3.1541 -3.8257 -0.1532 0.0677 0.0804 0.485
Cl 5.5944 2.5241 3.0488 -0.0336 -0.0333 -0.2229 0.512
Cl 4.0844 0.7210 1.2509 -0.1224 0.1460 0.0358 0.518
Cl -3.0399 0.3466 -0.1780 -0.3278 0.2532 -0.0453 0.509
Cl -1.9932 -2.0717 2.0173 0.1428 -0.0633 0.2075 0.521
C 0.4522 -0.2378 -4.2070 0.8636 -0.0041 -0.1223 -1.058
C -3.0994 -2.8093 3.1750 -0.4045 -0.0860 0.0786 -0.995
C -3.9288 0.2124 -1.7093 0.3259 -1.0066 -0.1522 -1.011
C 0.6350 0.2707 0.2813 -0.0568 -0.8938 -0.1394 -1.031
C -1.2166 4.1747 -2.5007 0.2737 0.0407 -0.1763 -1.034
C 5.5401 1.7126 1.4809 0.0527 -0.5404 -0.1081 -1.014
C 1.1981 -3.2199 3.6402 -0.3513 -0.3343 0.3809 -1.057
H 5.5999 2.4277 0.6706 -0.0973 0.1734 0.1266 0.027
H -1.2868 3.5697 -1.6052 0.1598 0.0173 0.0451 -0.032
H -2.1997 4.5429 -2.7672 0.0883 0.1575 -0.1243 0.023
H -3.6283 -0.7487 -2.1202 0.1082 0.1380 -0.1272 0.013
H -0.3368 -0.0394 0.6424 -0.0863 0.1960 0.0525 -0.049
H -4.9992 0.1521 -1.5440 0.0221 0.5418 0.2040 0.033
H 0.6142 -3.6829 2.8529 0.1743 0.1978 -0.2368 0.005
H 6.3489 0.9945 1.4132 0.2009 0.2262 0.1579 0.020
H 0.6046 0.1580 -3.2102 -0.1809 -0.1235 0.0914 -0.047
H 0.5878 0.5495 -4.9387 -0.1818 -0.0444 -0.0848 0.007
H 0.6042 -3.2350 4.5470 0.0601 0.1546 0.0247 -0.004
H -3.8716 -3.3001 2.5927 0.1333 -0.2879 0.0996 0.026
H -3.5743 -2.0547 3.7917 0.2715 0.1749 -0.0209 0.029
H 1.3356 0.3723 1.0992 0.0417 0.3254 -0.0742 -0.053
```
Forces are in eV/Å.

Output
- E (eV) = -182800.1441
- LUMO (eV) = 0.328
- SMILES = ClCCl.ClCCl.ClCCl.ClCCl.ClCCl.ClCCl.ClCCl
- energy relative to the best compared isomer or geometry (same formula, charge and spin) (eV) = 0.226
- HOMO-LUMO gap (eV) = 11.1
- 2S+1 = 1

3.
Density functional theory data (ωB97M-V with the def2-TZVPD basis set) for a structure of composition C13H7N3O10Pt.

Geometry as XYZ:
```
34
Properties=species:S:1:pos:R:3:forces:R:3:lowdin_charge:R:1
Pt 0.0481 0.1297 0.1214 -0.2346 -0.0570 -0.3083 1.584
O -5.1000 -0.5269 -1.9736 0.1978 0.0371 -0.0475 0.147
O 2.7829 -2.2060 1.9841 -0.0810 0.0669 -0.1128 0.112
O -0.8108 -2.2016 -0.1424 -0.0773 0.2260 0.1150 -0.050
O -4.1489 -0.1464 -4.7409 0.1074 0.0247 0.0236 0.211
O -2.6940 -0.3090 -0.2637 -0.2351 0.2440 -0.0371 0.099
O 1.6489 -1.1503 0.3664 -0.2491 0.4252 -0.5451 -0.141
O -1.6819 3.1228 2.1474 0.0919 -0.1410 -0.2160 0.140
O -0.3118 0.1186 -1.8704 0.0780 -0.0062 -0.0851 -0.153
O -1.2734 0.2356 -4.6967 -0.0378 -0.0352 0.0252 0.194
O -0.8406 1.9272 0.4442 0.3115 -0.6569 -0.8014 -0.128
N -0.4319 -4.0532 1.0956 0.0570 -0.0002 -0.0380 0.187
N 0.3659 -3.9014 -1.0665 -0.0261 -0.0143 0.0295 0.193
N 0.4074 0.3375 2.0006 0.1283 -0.1135 1.1480 -0.048
C -3.5107 -0.1397 -3.7284 -0.3798 -0.0508 -0.3923 -0.208
C -0.2704 1.2774 2.6545 -0.1566 0.2731 -0.3368 -0.135
C -2.7184 -0.2142 -1.4691 0.4565 0.0571 0.0736 -0.277
C -1.5234 0.0185 -2.3096 -0.1928 -0.1016 0.3089 -0.263
C 1.2746 -0.4748 2.6001 -0.0203 -0.1635 -0.2893 -0.140
C -1.8929 0.0732 -3.6881 0.4630 0.0953 -0.0513 -0.229
C -3.9450 -0.3282 -2.3292 -0.4157 -0.1034 0.3085 -0.284
C -0.3112 -3.3257 -0.0432 0.2274 -0.0472 -0.0353 -0.636
C -1.0327 2.2103 1.7131 -0.0595 -0.0403 0.8807 -0.537
C 0.6925 0.5066 4.6894 -0.0567 -0.0044 -0.1794 -0.001
C -0.1636 1.3798 4.0251 0.0382 0.0211 0.0613 0.044
C 1.4447 -0.4147 3.9660 0.0870 0.0521 0.1435 0.041
C 1.9873 -1.3807 1.6108 0.0391 -0.0416 0.4148 -0.558
H 2.1651 -1.0683 4.4373 -0.0345 -0.0579 -0.0358 0.133
H 0.9113 -4.7321 -0.9239 0.0444 0.0117 0.0148 0.108
H -0.7347 2.1402 4.5387 -0.0013 0.0130 -0.0195 0.134
H -0.1338 -5.0094 1.1532 -0.0057 -0.0050 0.0135 0.107
H 0.7815 0.5552 5.7660 0.0459 0.0165 -0.0022 0.120
H 0.6436 -3.2933 -1.8174 -0.0296 0.0536 0.0052 0.119
H -1.0222 -3.6894 1.8202 -0.0796 0.0224 -0.0329 0.115
```
Forces are in eV/Å.

Output
- E (eV) = -41782.4820
- LUMO (alpha / beta) (eV) = -1.298 / -3.201
- HOMO-LUMO gap (alpha / beta) (eV) = 5.8 / 6.0
- 2S+1 = 5

4.
Density functional theory data (ωB97M-V with the def2-TZVPD basis set) for the molecule CH2O2S.

Geometry as XYZ:
```
6
Properties=species:S:1:pos:R:3:forces:R:3:lowdin_charge:R:1
S 0.5356 1.4152 0.0568 -0.4631 1.5788 -0.1658 0.919
O 0.8908 -0.0476 0.6483 -0.0385 -0.7981 -0.1929 -0.467
O -0.9621 1.8230 -2.0797 -0.8354 0.8100 -0.6089 -0.004
C -0.5979 1.0531 -1.2705 1.4507 -3.5933 0.7607 -0.617
H 1.5205 -0.4218 0.0223 0.1917 -0.3539 0.2344 0.039
H -0.6971 -0.1711 -1.3042 -0.3053 2.3565 -0.0275 0.130
```
Forces are in eV/Å.

Output
- E (eV) = -15998.3051
- LUMO (eV) = 0.300
- SMILES = O=CSO
- energy relative to the best compared isomer or geometry (same formula, charge and spin) (eV) = 1.630
- HOMO-LUMO gap (eV) = 10.2
- 2S+1 = 1

5.
Density functional theory data (ωB97M-V with the def2-TZVPD basis set) for a structure of composition C59H38F15GeKO2P2S5.

Geometry as XYZ:
```
123
Properties=species:S:1:pos:R:3:forces:R:3:lowdin_charge:R:1
Ge 1.2299 -4.2448 -1.0685 0.3377 -0.9857 -0.0507 0.557
K -0.3622 0.2294 -0.5740 0.7538 -1.3319 0.2137 0.479
S -0.2020 -2.9066 -0.3814 0.0587 0.1199 -0.1250 0.186
S -3.8944 0.0876 -1.5752 -1.7467 0.7366 -0.4680 0.992
S -2.6858 2.3445 1.7108 -1.2523 0.1747 -0.5416 0.320
S -0.3959 3.5939 -1.6096 -0.6043 1.9565 -0.5269 0.994
S 2.5847 -0.1559 0.7362 0.7584 -0.2897 -0.9778 0.220
P -0.9736 1.9156 2.6038 0.5432 -1.3142 0.2030 0.333
P 1.5250 0.4950 2.2563 -1.0751 -0.1556 0.2685 0.291
F 6.2954 -5.8725 0.2640 -0.1464 0.1992 -0.0960 0.093
F -0.3316 -6.9432 -1.9489 -0.1600 -0.3037 0.1179 0.081
F 7.4099 -3.8520 -1.1908 -0.3854 -0.0174 0.0292 0.099
F -0.1249 -3.9566 -6.2894 0.1662 -0.1589 0.2162 0.092
F 1.3171 -6.1783 -6.9692 0.0083 0.1430 0.4380 0.094
F 2.7364 -7.5201 -5.0476 -0.1779 0.2539 0.0786 0.091
F 5.7998 -2.1077 -2.5495 -0.1032 -0.1375 0.1792 0.101
F 2.6885 -6.6330 -2.4716 -0.0513 -0.1761 -0.2805 0.092
F -1.2758 -8.9846 -0.4203 0.0976 0.1710 0.1234 0.088
F -0.1489 -3.0977 -3.7080 0.0129 -0.0880 -0.3791 0.078
F 1.6655 -4.9929 1.8139 -0.0970 -0.1654 0.3126 0.087
F -0.7617 -9.0231 2.2629 0.1088 0.2448 -0.1642 0.094
F 3.0695 -2.3940 -2.3809 0.3220 0.2038 -0.0073 0.077
F 3.6154 -6.1268 0.4075 0.2771 -0.0203 0.0034 0.094
F 0.6945 -7.0130 3.4008 -0.0377 0.0102 -0.1998 0.098
O -0.5162 2.1612 -1.8790 0.0633 -0.4155 -0.7834 -0.643
O -2.4561 -0.0836 -1.7395 0.6816 -0.3613 -0.4247 -0.629
C -1.4688 1.6311 4.3680 -0.2222 -0.1558 -0.2070 -0.326
C -0.3173 6.3187 -4.6418 0.0037 0.1517 0.0274 -0.093
C -0.2904 5.7486 -3.3814 0.0182 -0.1007 0.0635 -0.092
C -4.1367 -0.3297 -5.6163 -0.0729 0.0115 -0.0665 -0.075
C 2.1684 -2.7834 5.4204 0.0559 -0.1285 0.1806 -0.115
C 6.0703 -3.9521 -1.0952 -0.2053 0.0120 -0.0546 -0.127
C -0.5470 -7.9955 0.1379 -0.0186 -0.0956 0.0615 -0.138
C 3.8724 -3.2017 -1.6688 -0.0248 -0.1848 0.0380 -0.235
C 0.4812 3.9244 1.4741 0.0449 -0.0529 0.1094 -0.151
C -0.5147 4.5991 3.5507 0.0129 -0.1583 -0.0798 -0.095
C 2.0063 2.5634 4.1554 0.1908 -0.2899 -0.0619 -0.115
C -0.2878 -8.0173 1.5016 0.0060 0.1064 -0.1101 -0.132
C 0.5619 -4.1867 -4.0186 0.1086 0.0037 0.3306 -0.227
C 0.5683 -4.6161 -5.3381 0.0619 -0.2056 -0.3256 -0.133
C -2.5880 2.2287 4.9405 0.2111 0.1702 0.0211 -0.142
C -5.9158 0.1225 -3.5369 -0.0019 0.0038 0.0856 -0.097
C 0.7487 -5.9552 -0.1044 -0.2462 0.0399 0.0339 -0.147
C -4.5639 -0.0320 -3.2793 0.1019 -0.1272 0.3367 -0.361
C -3.6767 -0.2771 -4.3124 0.1705 -0.0456 0.2547 -0.066
C 5.4980 -4.9754 -0.3504 0.0524 -0.0085 -0.0024 -0.132
C -0.8500 0.5877 5.0458 0.1655 0.1973 -0.1416 -0.090
C -3.4708 2.6483 -2.5702 -0.0948 0.0655 -0.2485 -0.241
C 0.4595 -6.9936 2.0765 0.0023 -0.0717 0.0154 -0.131
C 1.8438 -0.7441 3.5729 0.1123 0.0518 -0.1562 -0.361
C 1.1419 -1.9390 3.4269 -0.0455 0.0232 0.0039 -0.103
C 1.2650 -4.8421 -3.0204 -0.0415 0.0095 -0.0229 -0.111
C 3.3509 2.6027 2.1731 0.0706 -0.1899 0.0927 -0.127
C 3.2711 -4.1988 -0.9224 -0.3279 0.2876 0.1284 -0.094
C -0.0408 -6.9576 -0.6320 0.2863 0.1311 0.1088 -0.214
C -0.3955 5.5179 -5.7703 -0.0631 -0.0428 -0.0803 -0.100
C -0.3613 4.3693 -3.2544 0.2092 -0.0043 0.1855 -0.363
C -0.4376 4.1389 -5.6356 0.0010 0.1847 -0.1534 -0.077
C -0.1322 5.9032 3.2953 -0.0850 0.1808 0.1131 -0.105
C 0.9532 -5.9828 1.2667 -0.0046 -0.0917 -0.2878 -0.252
C -5.4839 -0.1499 -5.8813 -0.0159 0.0380 -0.1363 -0.102
C -2.0697 4.2527 -1.1823 0.3247 -0.0786 -0.0972 -0.302
C 2.7111 -0.5802 4.6459 -0.1212 0.0915 -0.2212 -0.093
C -0.4099 3.5644 -4.3782 -0.0217 -0.1992 0.2629 -0.067
C 1.3025 -5.7472 -5.6908 -0.0799 0.1499 0.2191 -0.127
C -4.1944 1.9102 -1.4632 0.1725 -0.3888 -0.0273 -0.310
C -0.1554 0.6016 1.9199 1.0087 1.7554 1.8920 -0.627
C -6.3738 0.0720 -4.8425 -0.0711 0.0384 0.0119 -0.096
C -3.1629 4.1062 -2.2256 0.1379 -0.1773 -0.1223 -0.214
C 0.5381 6.2216 2.1251 0.0647 0.2507 -0.0933 -0.114
C -2.3887 0.7967 6.8640 -0.0190 -0.0861 0.1014 -0.118
C 2.8654 -1.5977 5.5693 0.1334 -0.1080 0.2494 -0.111
C 3.9530 3.7688 2.6045 0.1593 0.1880 0.0168 -0.101
C 2.3845 1.9742 2.9501 -0.0749 0.0680 -0.2054 -0.340
C 5.2480 -3.0574 -1.7742 0.1192 -0.0346 -0.0233 -0.130
C -3.0326 1.8174 6.1827 -0.2227 0.1468 0.2070 -0.113
C 0.8645 5.2242 1.2195 0.0197 0.1321 -0.0525 -0.106
C -1.2889 0.1820 6.2909 -0.0265 -0.1110 0.2309 -0.086
C 3.5834 4.3397 3.8101 0.0073 0.0945 0.0362 -0.107
C 1.3032 -2.9524 4.3492 -0.0543 -0.1108 0.0211 -0.090
C 1.9875 -5.9615 -3.4059 -0.1021 0.3652 0.1451 -0.228
C 2.6035 3.7350 4.5802 0.0617 0.0905 0.2414 -0.095
C 2.0207 -6.4262 -4.7097 0.0135 -0.0709 -0.2929 -0.136
C -0.2256 3.6037 2.6265 -0.1215 -0.1331 -0.2862 -0.349
C 4.1138 -5.0854 -0.2749 -0.0028 0.1945 -0.1744 -0.215
H -0.2216 6.3646 -2.4963 -0.0184 0.1254 0.0852 0.109
H 3.6285 2.1452 1.2314 -0.0096 -0.0228 0.0034 0.039
H 0.7302 3.1176 0.7908 0.0238 0.0528 0.0644 0.078
H -6.6056 0.2858 -2.7218 -0.1156 0.0447 0.1023 0.106
H -5.2717 2.0607 -1.4790 -0.1742 -0.0282 0.0311 0.089
H 3.5324 -1.4604 6.4127 0.0373 -0.0311 0.0192 0.089
H -0.3732 6.6848 4.0065 0.0075 0.0249 0.0314 0.091
H 1.2415 2.1020 4.7674 -0.0359 0.0019 0.0134 0.099
H -4.0649 4.5931 -1.8397 0.0202 0.0619 0.0116 0.119
H -4.0594 2.6183 -3.4914 0.0074 -0.0382 0.0215 0.115
H -3.8105 2.1790 -0.4783 0.0064 -0.1540 0.0919 -0.022
H -0.4306 2.4927 -4.2462 -0.0585 -0.1295 0.0282 0.112
H -0.0252 0.0772 4.5696 -0.1002 -0.0148 0.0339 0.064
H -2.6336 -0.4273 -4.0741 0.1253 0.0247 0.0443 0.113
H -3.1134 3.0026 4.3933 -0.0276 -0.0712 -0.0146 0.064
H -2.7611 0.4618 7.8239 -0.0146 0.0163 0.0696 0.086
H 0.7520 -3.8761 4.2419 -0.0106 -0.0946 -0.0513 0.093
H -0.7848 -0.6311 6.7969 0.0172 -0.0565 0.0255 0.098
H 4.7179 4.2380 1.9995 0.0389 0.0456 -0.0748 0.092
H -3.4441 -0.5030 -6.4267 0.0738 -0.0561 -0.0483 0.103
H 2.3007 4.1872 5.5174 -0.0375 -0.0010 0.0117 0.100
H 3.2592 0.3440 4.7639 0.0551 0.0300 -0.0055 0.094
H -2.3202 3.7203 -0.2612 0.1675 0.0354 0.2157 -0.018
H -0.5061 3.5156 -6.5141 0.0410 -0.1054 -0.0799 0.101
H 1.4117 5.4582 0.3136 0.0267 0.0345 -0.0174 0.096
H -1.0400 4.3494 4.4629 -0.0573 0.0225 0.0285 0.096
H -5.8439 -0.1802 -6.8998 -0.0286 -0.0181 -0.0830 0.094
H 4.0478 5.2572 4.1484 0.0239 0.0585 0.0051 0.089
H -2.8756 4.6320 -3.1412 -0.1106 0.0268 0.0326 0.100
H -7.4238 0.2167 -5.0550 -0.0849 -0.0272 0.0178 0.096
H 2.3061 -3.5823 6.1365 -0.0270 -0.0658 0.0836 0.086
H 0.4610 -2.0453 2.5889 0.0198 -0.0366 -0.0085 0.081
H -2.5345 2.1237 -2.7533 0.0212 -0.0040 -0.1375 0.079
H -0.4283 5.9708 -6.7520 0.0113 0.0086 -0.0432 0.095
H -0.2890 7.3940 -4.7459 0.0441 0.0898 0.0037 0.098
H -3.9036 2.2886 6.6193 -0.0928 0.0249 0.0499 0.087
H -1.8927 5.3003 -0.9409 0.0880 0.0879 0.1400 0.090
H 0.8036 7.2498 1.9140 0.0746 0.0637 0.0442 0.086
```
Forces are in eV/Å.

Output
- E (eV) = -252252.3765
- LUMO (eV) = 3.266
- charge = -2
- energy relative to the best compared isomer or geometry (same formula, charge and spin) (eV) = 1.635
- HOMO-LUMO gap (eV) = 4.9
- 2S+1 = 1